<one>
Computed, not measured: an isolated molecule of C4H2F2O, with ωB97M-V/def2-TZVPD.

Results
**Frontier orbital gap**: 10.80 eV
**SMILES**: C#CC(=O)C(F)F
**E_HOMO**: -11.01 eV

Each line ends with the Mulliken charge.
CARTESIAN COORDINATES (ANGSTROEM)
C: -2.223 0.050 0.916  0.12
C: -1.311 -0.472 0.305  -0.60
C: 0.291 -0.788 -0.360  0.35
C: 1.274 0.406 -0.377  0.39
O: 0.652 -1.854 -0.775  -0.42
F: 1.766 0.583 0.872  -0.23
F: 0.676 1.540 -0.754  -0.23
H: -3.069 0.509 1.310  0.42
H: 1.944 0.028 -1.137  0.19

<two>
Computed, not measured: a cluster of 2 separate species, C4H2F2O in total, with ωB97M-V/def2-TZVPD.

Results
**Frontier orbital gap**: 8.26 eV
**E_HOMO**: -9.13 eV

Each line ends with the Mulliken charge.
CARTESIAN COORDINATES (ANGSTROEM)
C: -1.677 -1.261 -1.419  -0.24
C: -1.322 -0.623 -0.322  0.08
C: -0.984 -0.573 1.167  0.35
C: -1.119 0.531 0.526  0.23
O: 2.250 0.717 -0.564  -0.60
F: -1.108 -1.282 2.266  -0.20
F: -1.030 1.802 0.436  -0.21
H: 1.919 -0.016 -1.090  0.31
H: 3.071 0.705 -1.000  0.29

Result of the stability comparison: <two> is the least stable of them.

<one>
Computed, not measured: a structure of composition C4H2F2O, with ωB97M-V/def2-TZVPD.

Results
**Frontier orbital gap**: 9.62 eV
**E_HOMO**: -9.29 eV

Each line ends with the Mulliken charge.
CARTESIAN COORDINATES (ANGSTROEM)
C: -1.804 -0.453 -0.379  -0.70
C: -0.579 -0.975 -0.501  0.08
C: 0.729 -1.030 -0.200  0.04
C: -0.645 0.421 0.182  0.85
O: -0.154 1.368 -0.612  -0.46
F: 1.139 -1.564 0.960  -0.21
F: -0.630 0.776 1.475  -0.26
H: 1.599 -0.620 -0.779  0.31
H: 0.345 2.078 -0.147  0.35

<two>
Computed, not measured: an isolated molecule of C4H2F2O, with ωB97M-V/def2-TZVPD.

Results
**Frontier orbital gap**: 9.48 eV
**SMILES**: O=CC1=CC1(F)F
**E_HOMO**: -10.46 eV

Each line ends with the Mulliken charge.
CARTESIAN COORDINATES (ANGSTROEM)
C: 0.116 -1.129 -1.339  0.11
C: 0.817 0.986 0.412  -0.51
C: 0.180 -0.048 -0.230  0.09
C: -0.514 0.559 0.917  0.59
O: 0.633 -1.579 -2.333  -0.44
F: -1.576 1.446 0.775  -0.26
F: -0.545 -0.081 2.081  -0.24
H: -0.782 -1.578 -0.889  0.21
H: 1.671 1.423 0.607  0.45

Result of the stability comparison: <one> is the least stable of them.

<one>
Computed, not measured: a cluster of 2 separate species, C2H3FO2 in total, with ωB97M-V/def2-TZVPD.

Results
**Frontier orbital gap**: 10.88 eV
**E_HOMO**: -10.19 eV

Each line ends with the Mulliken charge.
CARTESIAN COORDINATES (ANGSTROEM)
C: -1.587 -0.344 0.207  -0.11
C: 1.392 0.191 0.577  0.01
O: -1.162 -0.312 -0.908  -0.39
O: 1.340 1.134 -0.254  -0.17
F: 1.950 -0.905 0.012  -0.17
H: -2.360 0.356 0.565  0.24
H: -1.239 -1.069 0.960  0.27
H: 1.666 0.950 -1.160  0.32

<two>
Computed, not measured: a cluster of 2 separate species, C2H3FO2 in total, with ωB97M-V/def2-TZVPD.

Results
**Frontier orbital gap**: 9.03 eV
**E_HOMO**: -9.90 eV

Each line ends with the Mulliken charge.
CARTESIAN COORDINATES (ANGSTROEM)
C: -0.428 0.939 0.924  0.74
C: -0.214 -0.563 -0.835  -0.59
O: -0.445 1.666 1.814  -0.18
O: -0.927 0.323 -0.011  -0.15
F: 1.939 0.049 0.887  -0.75
H: -0.116 -1.641 -0.299  0.28
H: 0.777 -0.274 -0.629  0.38
H: -0.586 -0.500 -1.852  0.26

<three>
Computed, not measured: an isolated molecule of C2H3FO2, with ωB97M-V/def2-TZVPD.

Results
**Frontier orbital gap**: 10.74 eV
**SMILES**: F[C@@H]1COO1
**E_HOMO**: -9.76 eV

Each line ends with the Mulliken charge.
CARTESIAN COORDINATES (ANGSTROEM)
C: 0.458 0.600 -0.239  -0.29
C: -0.137 -0.689 0.296  0.25
O: -0.789 0.931 -0.849  -0.21
O: -1.469 -0.193 -0.280  -0.19
F: -0.177 -0.811 1.626  -0.25
H: 0.719 1.302 0.559  0.21
H: 1.267 0.513 -0.967  0.22
H: 0.127 -1.652 -0.146  0.26

Result of the stability comparison: <three> is the least stable of them.